[1]
The following is a DFT calculation (ωB97M-V/def2-TZVPD) of a 2-piece molecular cluster, C7H10 overall.

Geometry as XYZ:
```
17
Properties=species:S:1:pos:R:3
C 1.090 1.079 -1.042
C -0.344 0.737 -1.431
C -1.003 -0.600 -1.237
C -1.437 0.354 -0.478
H 1.765 0.868 -1.881
H 1.184 2.149 -0.816
H 1.454 0.518 -0.177
H -0.659 1.306 -2.311
H -1.137 -1.608 -1.595
H -2.182 0.705 0.218
C -0.347 0.289 2.161
C 0.272 -0.782 1.741
C 0.780 -1.768 1.059
H -1.347 0.234 2.583
H 0.097 1.274 2.037
H 0.454 -1.807 0.017
H 1.481 -2.517 1.407
```

Output
* energy above the lowest of the compared OMol25 structures with the same formula, charge and spin: 463.4 kJ/mol
* largest force on an atom: 0.383 eV/A
* frontier orbital gap: 10.220 eV
* DFT total energy: -7416.2315 eV
* SMILES string: CC1C=C1.C=C=C

Atomic charges from the natural (NBO) analysis, expressed in e, are listed below:
1 C -0.632
2 C -0.231
3 C -0.230
4 C -0.165
5 H 0.207
6 H 0.204
7 H 0.215
8 H 0.168
9 H 0.225
10 H 0.222
11 C -0.504
12 C 0.122
13 C -0.509
14 H 0.224
15 H 0.228
16 H 0.229
17 H 0.229

=====

[2]
The following is a DFT calculation (ωB97M-V/def2-TZVPD) of C25H50Br9F3N6O8 as an isolated structure at a distorted geometry.

Geometry as XYZ:
```
101
Properties=species:S:1:pos:R:3
C -2.907 6.243 -0.042
C -4.170 6.401 -0.863
O -4.754 7.464 -0.970
N -4.579 5.266 -1.478
C -5.779 5.194 -2.261
H -2.691 7.197 0.429
H -2.059 5.976 -0.672
H -3.027 5.449 0.698
H -4.028 4.427 -1.354
H -6.129 4.162 -2.258
H -5.673 5.574 -3.277
H -6.575 5.778 -1.793
C -4.958 2.425 0.846
C -4.354 2.147 -0.510
O -3.565 2.941 -1.026
N -4.672 0.950 -1.071
C -4.070 0.433 -2.258
H -4.190 2.244 1.604
H -5.835 1.835 1.115
H -5.221 3.480 0.923
H -5.382 0.425 -0.600
H -4.832 0.054 -2.941
H -3.412 -0.414 -2.021
H -3.457 1.180 -2.751
C -2.608 -1.944 1.961
C -1.792 -2.925 1.162
O -1.505 -2.708 -0.022
N -1.395 -4.030 1.820
C -0.431 -5.022 1.296
H -3.264 -2.455 2.666
H -3.231 -1.436 1.238
H -1.959 -1.225 2.454
H -1.782 -4.272 2.712
H 0.509 -4.537 1.042
H -0.830 -5.528 0.416
H -0.293 -5.735 2.103
C 2.692 -5.974 4.005
C 2.899 -5.059 2.819
O 2.557 -3.881 2.833
N 3.605 -5.572 1.768
C 3.854 -4.771 0.576
H 3.367 -6.834 4.015
H 1.667 -6.326 4.103
H 2.967 -5.418 4.902
H 3.582 -6.563 1.597
H 4.525 -3.937 0.760
H 2.906 -4.403 0.183
H 4.326 -5.429 -0.149
C 5.679 -0.999 2.366
C 6.028 -1.774 3.628
O 7.071 -1.576 4.216
N 5.120 -2.698 4.037
C 5.326 -3.489 5.218
H 4.612 -1.016 2.144
H 6.180 -1.505 1.535
H 6.054 0.013 2.446
H 4.230 -2.783 3.573
H 5.445 -4.545 4.963
H 4.464 -3.352 5.872
H 6.236 -3.163 5.706
C 1.528 -3.585 -2.032
C 0.688 -3.135 -3.189
O 1.107 -3.164 -4.329
N -0.573 -2.778 -2.854
C -1.533 -2.262 -3.821
H 2.438 -2.985 -1.984
H 1.762 -4.640 -2.140
H 1.032 -3.372 -1.080
H -0.763 -2.691 -1.861
H -2.528 -2.404 -3.419
H -1.437 -2.869 -4.723
H -1.302 -1.229 -4.080
C 0.110 2.951 -0.391
C -0.586 1.705 0.004
O 0.366 0.745 0.484
C 0.338 0.352 1.740
O -0.215 0.874 2.657
C 1.157 -0.952 1.944
F 0.398 -1.862 2.549
F 1.605 -1.444 0.796
F 2.218 -0.711 2.735
H 0.861 2.804 -1.163
H 0.601 3.382 0.487
H -0.607 3.693 -0.736
H -1.125 1.230 -0.817
H -1.346 1.932 0.752
C 2.266 6.082 -0.601
Br 3.273 7.649 -1.085
Br 0.573 6.555 0.165
Br 3.300 4.976 0.590
H 2.065 5.512 -1.496
C -1.436 5.369 -4.365
Br -3.214 5.966 -4.744
Br -1.485 3.652 -3.491
Br -0.501 6.622 -3.258
H -0.905 5.251 -5.293
C 2.145 1.785 -4.384
Br 1.531 0.477 -3.139
Br 3.659 1.141 -5.357
Br 2.648 3.363 -3.395
H 1.401 2.060 -5.111
```

Output
* energy above the lowest of the compared OMol25 structures with the same formula, charge and spin: 0.0 kJ/mol
* largest force on an atom: 1.452 eV/A
* frontier orbital gap: 8.943 eV
* DFT total energy: -690594.2690 eV

Here are the Löwdin charges for atoms 1 to 99, given in e:
1 C -0.029
2 C -0.562
3 O 0.038
4 N -0.007
5 C -0.095
6 H 0.078
7 H -0.007
8 H 0.081
9 H 0.035
10 H 0.079
11 H 0.034
12 H 0.086
13 C 0.021
14 C -0.497
15 O -0.044
16 N 0.023
17 C -0.062
18 H 0.092
19 H 0.080
20 H 0.085
21 H 0.131
22 H 0.091
23 H 0.076
24 H 0.066
25 C 0.016
26 C -0.542
27 O 0.015
28 N 0.024
29 C -0.034
30 H 0.086
31 H 0.073
32 H 0.072
33 H 0.130
34 H 0.061
35 H 0.090
36 H 0.079
37 C 0.006
38 C -0.542
39 O 0.015
40 N 0.018
41 C -0.052
42 H 0.081
43 H 0.077
44 H 0.075
45 H 0.129
46 H 0.084
47 H 0.055
48 H 0.090
49 C 0.008
50 C -0.551
51 O 0.035
52 N 0.012
53 C -0.075
54 H 0.053
55 H 0.083
56 H 0.080
57 H 0.087
58 H 0.078
59 H 0.086
60 H 0.079
61 C -0.012
62 C -0.606
63 O 0.032
64 N 0.012
65 C -0.066
66 H 0.087
67 H 0.088
68 H 0.047
69 H 0.074
70 H 0.073
71 H 0.085
72 H 0.068
73 C -0.115
74 C -0.209
75 O 0.035
76 C -0.401
77 O 0.168
78 C -0.540
79 F 0.161
80 F 0.167
81 F 0.157
82 H 0.012
83 H 0.058
84 H 0.028
85 H 0.118
86 H 0.121
87 C -1.648
88 Br 0.584
89 Br 0.615
90 Br 0.587
91 H -0.095
92 C -1.596
93 Br 0.648
94 Br 0.631
95 Br 0.607
96 H -0.026
97 C -1.628
98 Br 0.643
99 Br 0.605

=====

[3]
The following is a DFT calculation (ωB97M-V/def2-TZVPD) of an isolated molecule of CHIN2 at a distorted geometry.

Geometry as XYZ:
```
5
Properties=species:S:1:pos:R:3
C 0.054 0.569 -0.320
N 0.390 -0.745 -0.050
N 0.777 -1.843 0.041
I -2.001 1.026 -0.038
H 0.780 0.994 0.367
```

Output
* energy above the lowest of the compared OMol25 structures with the same formula, charge and spin: 113.9 kJ/mol
* largest force on an atom: 5.749 eV/A
* frontier orbital gap: 8.197 eV
* DFT total energy: -12131.2495 eV

Atomic charges from the natural (NBO) analysis, expressed in e, are listed below:
1 C -0.469
2 N 0.036
3 N 0.045
4 I 0.163
5 H 0.226

=====

[4]
The following is a DFT calculation (ωB97M-V/def2-TZVPD) of C17H20ClNO2W as an isolated structure at a distorted geometry.

Geometry as XYZ:
```
42
Properties=species:S:1:pos:R:3
Cl -0.753 -2.401 -2.670
C -3.792 0.434 -1.022
C -3.649 0.471 0.406
C -3.351 -0.851 0.852
H -3.795 1.334 1.044
C -3.298 -1.724 -0.293
C -3.604 -0.917 -1.455
H -3.725 -1.306 -2.465
H -4.080 1.267 -1.654
H -3.254 -1.190 1.879
C -3.021 -3.187 -0.246
W -1.739 -0.192 -0.496
C -1.364 1.772 -0.679
C -0.661 -0.617 -2.395
O -1.165 2.936 -0.654
O -0.095 0.132 -3.161
H -2.381 -3.427 0.613
H -2.513 -3.536 -1.150
H -3.970 -3.730 -0.132
C 4.098 0.291 -0.464
N 3.090 1.382 -0.512
C 3.329 2.262 -1.697
C 1.654 0.871 -0.469
C 1.215 0.370 0.886
C 2.090 0.452 1.981
C 1.706 0.000 3.245
C 0.426 -0.517 3.426
C -0.461 -0.606 2.350
C -0.086 -0.140 1.079
H 3.994 -0.312 -1.371
H 3.930 -0.323 0.419
H 5.090 0.754 -0.426
H 3.213 1.981 0.319
H 3.188 1.671 -2.608
H 2.618 3.095 -1.669
H 4.352 2.654 -1.643
H 1.037 1.710 -0.803
H 1.580 0.103 -1.250
H 3.093 0.870 1.881
H 2.408 0.050 4.080
H 0.105 -0.860 4.407
H -1.457 -1.025 2.516
```

Output
* multiplicity: 3
* energy above the lowest of the compared OMol25 structures with the same formula, charge and spin: 201.2 kJ/mol
* largest force on an atom: 6.875 eV/A
* net charge: +2
* frontier orbital gap (alpha / beta): 6.621 / 6.376 eV
* DFT total energy: -37867.8939 eV

Atomic charges from the natural (NBO) analysis, expressed in e, are listed below:
1 Cl -0.024
2 C -0.283
3 C -0.251
4 C -0.318
5 H 0.296
6 C -0.049
7 C -0.292
8 H 0.305
9 H 0.300
10 H 0.290
11 C -0.654
12 W 1.208
13 C 0.555
14 C 0.244
15 O -0.352
16 O -0.488
17 H 0.247
18 H 0.262
19 H 0.287
20 C -0.425
21 N -0.341
22 C -0.415
23 C -0.259
24 C 0.036
25 C -0.244
26 C -0.138
27 C -0.191
28 C -0.158
29 C -0.420
30 H 0.240
31 H 0.244
32 H 0.247
33 H 0.437
34 H 0.242
35 H 0.237
36 H 0.249
37 H 0.226
38 H 0.243
39 H 0.200
40 H 0.251
41 H 0.248
42 H 0.207

=====

- Which of these has the lowest largest force on an atom?
  C7H10